9
Properties=species:S:1:pos:R:3 method="wB97M-V/def2-TZVPD" total_energy_ha=-267.0616 lumo_ev=0.8 relative_energy_ev=3.571
C 0.8071 0.0264 -1.1248
C 0.0149 0.6207 -0.2413
C -0.2832 -0.0911 1.9841
O 0.3254 0.6512 1.1163
O -1.1112 -0.9503 1.4918
H 0.4212 0.1288 -2.2733
H 1.5790 -0.6018 -0.9406
H -0.8509 1.1118 -0.5615
H -0.9023 -0.8958 0.5493